Record 1
{"formula": "C4H7NO4", "method": "the ωB97M-V functional and the def2-TZVPD basis", "elements": ["N", "C", "O", "C", "O", "C", "C", "O", "H", "H", "H", "H", "H", "O", "H", "H"], "positions_angstrom": [[2.1169, -0.2818, -2.1521], [1.6361, 0.3868, -1.1071], [2.2445, 1.2265, -0.4147], [0.5377, -0.2772, -0.3325], [-0.3254, -1.0671, -0.9781], [0.3083, 0.4691, 0.7609], [-0.2388, 1.5845, 1.4881], [-0.8161, 0.2743, 1.7479], [3.0570, -0.0945, -2.4761], [1.5842, -1.0495, -2.5405], [-1.3046, -1.2234, -0.4305], [0.3424, 1.9733, 2.3280], [-0.9081, 2.2643, 0.9517], [-2.9399, -1.3461, 0.6814], [-2.3998, -0.6331, 1.3635], [-2.8943, -2.2062, 1.1102]], "spin_multiplicity": 1, "homo_ev": -8.63, "smiles": "NC(=O)/C(O)=C1\\CO1.O", "gap_ha": 0.3377, "e_above_lowest_kj_mol": 456.2}



Record 2
{"formula": "C3H9NO", "method": "the ωB97M-V functional and the def2-TZVPD basis", "elements": ["N", "C", "O", "H", "H", "H", "C", "C", "H", "H", "H", "H", "H", "H"], "positions_angstrom": [[-1.7295, 0.6502, -1.3302], [-1.2176, -0.6605, -1.6238], [-0.2030, -0.9512, -2.2275], [-2.7089, 0.7408, -1.1457], [-1.3500, 1.4079, -1.7334], [-1.9584, -1.2420, -1.0007], [0.5616, 0.3869, 1.5342], [1.6923, -0.2767, 0.7411], [0.0399, -0.4415, 1.9694], [-0.1497, 0.8427, 0.8112], [0.8801, 0.9579, 2.4412], [1.3665, -0.8730, -0.1299], [2.3972, 0.4925, 0.4792], [2.3795, -1.0339, 1.2149]], "spin_multiplicity": 1, "homo_ev": -10.47, "smiles": "NC=O.CC", "gap_ha": 0.4183, "e_above_lowest_kj_mol": 119.8}



Record 3
{"formula": "C33H42N7OPPd", "method": "the ωB97M-V functional and the def2-TZVPD basis", "elements": ["Pd", "N", "C", "C", "C", "C", "C", "C", "P", "C", "C", "C", "C", "C", "C", "C", "C", "C", "C", "C", "C", "H", "H", "H", "H", "H", "H", "H", "H", "H", "H", "H", "H", "H", "H", "H", "H", "N", "C", "C", "C", "N", "C", "C", "H", "H", "H", "H", "H", "H", "C", "N", "C", "C", "O", "N", "C", "C", "H", "H", "H", "H", "H", "H", "H", "H", "H", "H", "H", "H", "C", "C", "C", "C", "N", "N", "C", "H", "H", "H", "H", "H", "H", "H", "H"], "positions_angstrom": [[-0.5201, 0.5585, 0.3561], [0.2305, 2.5298, 1.1498], [1.3286, 3.1595, 0.4405], [1.4513, 4.5305, 0.4275], [2.5349, 5.1159, -0.2258], [3.4940, 4.3307, -0.8562], [3.3561, 2.9556, -0.8750], [2.2669, 2.3559, -0.2220], [1.9827, 0.6150, -0.2871], [2.4492, -0.2008, 1.2284], [3.2052, 0.4732, 2.2001], [3.6156, -0.2111, 3.3338], [3.2659, -1.5490, 3.5105], [2.4994, -2.2171, 2.5578], [2.0835, -1.5460, 1.4200], [2.8140, -0.0752, -1.6735], [3.7885, -1.0825, -1.5363], [4.5062, -1.4796, -2.6488], [4.2410, -0.9096, -3.8959], [3.2580, 0.0711, -4.0412], [2.5392, 0.4859, -2.9392], [-0.5326, 3.1888, 1.2765], [0.5175, 2.2266, 2.0799], [0.7255, 5.1539, 0.9373], [2.6314, 6.1940, -0.2308], [4.3433, 4.7944, -1.3395], [4.0924, 2.3458, -1.3822], [3.4960, 1.5070, 2.0549], [4.2284, 0.2905, 4.0720], [3.5983, -2.0752, 4.3965], [2.2387, -3.2566, 2.7081], [1.4869, -2.0561, 0.6716], [4.0146, -1.5112, -0.5684], [5.2930, -2.2159, -2.5482], [4.8097, -1.2287, -4.7604], [3.0731, 0.5143, -5.0108], [1.7872, 1.2608, -3.0449], [-4.8378, 3.6106, -2.9414], [-3.9291, 2.9737, -2.2132], [-3.0862, 1.9772, -2.7689], [-2.1603, 1.3625, -1.9808], [-1.9885, 1.6530, -0.6657], [-2.7974, 2.5957, -0.1265], [-3.7523, 3.2564, -0.8365], [-4.9473, 3.4329, -3.9275], [-5.4284, 4.3236, -2.5419], [-3.1643, 1.7120, -3.8152], [-1.5036, 0.6102, -2.4009], [-2.6501, 2.8208, 0.9224], [-4.3609, 4.0035, -0.3435], [-3.4104, -4.0748, -1.5679], [-2.6020, -2.9927, -0.9747], [-3.2923, -2.1168, -0.0268], [-1.3479, -2.6151, -1.2791], [-0.8371, -1.5543, -0.9083], [-0.5770, -3.4957, -2.0851], [0.6002, -2.9400, -2.7298], [-0.7276, -4.9430, -2.1881], [-4.4359, -3.7170, -1.6111], [-3.3892, -4.9619, -0.9331], [-3.0871, -4.3156, -2.5734], [-4.2113, -2.6017, 0.2869], [-3.5240, -1.1672, -0.5161], [-2.6476, -1.9257, 0.8289], [0.5091, -1.8658, -2.8367], [0.7182, -3.4412, -3.6918], [1.4762, -3.1757, -2.1134], [-1.2724, -5.3511, -1.3443], [0.2734, -5.3712, -2.2382], [-1.2373, -5.1914, -3.1264], [0.1399, -0.1966, 5.7667], [-0.6902, -0.0173, 4.5373], [-2.0550, 0.0545, 4.3614], [-2.2812, 0.1573, 2.9915], [-1.1012, 0.1617, 2.3378], [-0.1479, 0.0603, 3.3084], [-3.6061, 0.2309, 2.3094], [-0.2053, 0.4728, 6.5527], [1.1936, 0.0062, 5.5776], [0.0432, -1.2168, 6.1384], [-2.8045, 0.0316, 5.1365], [0.8284, -0.0402, 3.0689], [-4.1788, -0.6768, 2.5061], [-3.5050, 0.3562, 1.2362], [-4.1954, 1.0588, 2.7043]], "spin_multiplicity": 5, "homo_ev": [-18.63, -18.56], "s2": 6.04, "gap_ha": [0.3292, 0.1561], "charge": 4, "e_above_lowest_kj_mol": 0.0}



Record 4
{"formula": "C38H51AsCl3N2O3ScSi", "method": "the ωB97M-V functional and the def2-TZVPD basis", "elements": ["C", "C", "H", "H", "H", "C", "C", "H", "H", "H", "H", "Sc", "Cl", "Cl", "H", "H", "C", "C", "N", "H", "C", "O", "H", "H", "H", "H", "H", "H", "C", "C", "N", "H", "C", "O", "H", "H", "H", "H", "O", "C", "C", "C", "H", "C", "H", "C", "H", "C", "C", "H", "H", "H", "Si", "Cl", "C", "C", "C", "H", "H", "H", "H", "H", "H", "H", "H", "H", "C", "C", "C", "C", "C", "C", "As", "C", "C", "C", "C", "C", "C", "C", "C", "C", "C", "C", "C", "H", "H", "H", "H", "H", "H", "H", "H", "H", "H", "H", "H", "H", "H", "H"], "positions_angstrom": [[-1.6719, -1.8868, -4.0331], [-1.1584, -2.7851, -2.9535], [-1.5562, -2.3366, -5.0229], [-1.1581, -0.9087, -4.0280], [-2.7433, -1.6907, -3.8662], [-0.5421, -3.9648, -3.1238], [-0.2556, -4.6000, -4.4374], [-0.3076, -4.5750, -2.2531], [-0.3207, -3.8935, -5.2749], [-0.9551, -5.4262, -4.6313], [0.7512, -5.0380, -4.4491], [-0.1203, 0.7676, -1.0864], [-2.3743, 1.0685, -0.2421], [-0.0206, 1.6269, -3.2238], [0.5856, 4.4664, 3.1653], [-1.2826, 5.7026, 2.2806], [0.9692, 4.1958, 2.1765], [-0.9511, 5.5225, 1.2504], [-0.1109, 4.3273, 1.2058], [1.3429, 3.1695, 2.1889], [-0.2469, 3.4464, 0.2261], [0.4744, 2.4079, 0.1325], [-1.8188, 5.3726, 0.6047], [-1.0467, 3.6483, -0.5064], [1.7865, 4.8885, 1.9212], [-0.3931, 6.4042, 0.9037], [1.3159, -1.2804, -3.5668], [2.3237, -3.6327, -2.0960], [2.3199, -0.9538, -3.2551], [3.1547, -2.9199, -1.9764], [2.6745, -1.5424, -1.9657], [2.3388, 0.1434, -3.2036], [2.3883, -0.9483, -0.8140], [1.9116, 0.2207, -0.7250], [3.6685, -3.1236, -1.0325], [2.6063, -1.5389, 0.0870], [3.0495, -1.3121, -3.9958], [3.8480, -3.0431, -2.8163], [-0.3940, -1.1703, -1.3973], [-1.3176, -2.1941, -1.5594], [0.0663, -3.6085, 0.0327], [-1.1914, -3.2175, -0.4299], [0.9508, -3.0607, -0.3301], [0.1761, -4.7005, 0.8972], [-2.3314, -1.7569, -1.5251], [-2.3471, -3.8018, 0.0977], [1.1703, -5.0246, 1.2069], [-0.9709, -5.3703, 1.3244], [-2.2313, -4.8903, 0.9632], [-3.3197, -3.4031, -0.2153], [-0.8720, -6.2327, 1.9853], [-3.1282, -5.3691, 1.3453], [-0.5275, 4.4893, -5.1514], [-0.8770, 2.6283, -6.0359], [1.2955, 4.6992, -4.8081], [-1.7128, 4.7455, -3.7280], [-0.9509, 5.7078, -6.5364], [1.7225, 3.8463, -4.2713], [1.4909, 5.6153, -4.2367], [1.8142, 4.8050, -5.7687], [-0.2185, 5.5705, -7.3451], [-0.9216, 6.7550, -6.1997], [-1.9503, 5.4816, -6.9332], [-1.6311, 3.9549, -2.9755], [-2.7436, 4.7653, -4.1073], [-1.5350, 5.7235, -3.2616], [-0.9526, 3.0775, 5.2565], [0.1183, 2.2251, 5.5403], [0.4241, 1.1663, 4.6768], [-0.3284, 0.9950, 3.5087], [-1.4058, 1.8450, 3.2209], [-1.7295, 2.8703, 4.1097], [0.0470, -0.4223, 2.1901], [1.9073, -0.7232, 2.8067], [2.8720, 0.1341, 2.2517], [4.2145, 0.0231, 2.6336], [4.5944, -0.9674, 3.5471], [3.6302, -1.8087, 4.1167], [2.2768, -1.6635, 3.7744], [-1.2697, -1.7375, 2.9260], [-0.9006, -2.9075, 3.5880], [-1.8789, -3.6778, 4.2236], [-3.2250, -3.3087, 4.1481], [-3.6029, -2.1851, 3.4030], [-2.6209, -1.4047, 2.7805], [-1.1853, 3.9073, 5.9266], [0.7228, 2.3755, 6.4372], [1.2441, 0.4883, 4.9081], [-1.9815, 1.6956, 2.3067], [-2.5922, 3.5063, 3.8995], [2.5726, 0.8952, 1.5289], [4.9557, 0.7085, 2.2137], [5.6451, -1.0799, 3.8212], [3.9163, -2.5715, 4.8449], [1.5271, -2.2560, 4.2935], [0.1368, -3.2458, 3.5908], [-1.5804, -4.5816, 4.7608], [-3.9801, -3.9006, 4.6611], [-4.6543, -1.9054, 3.3191], [-2.9073, -0.5319, 2.1851]], "spin_multiplicity": 1, "homo_ev": -8.08, "gap_ha": 0.3096, "e_above_lowest_kj_mol": 0.0}